Molecular formula: C6H5GaN2O6
Method: DFT, ωB97M-V with the def2-TZVPD basis set

Computed properties:
Kohn-Sham gap (alpha / beta): 5.7 / 3.7 eV
Max |F|: 5.16 eV Å⁻¹
Charge: +2
Electronic energy: -2716.5486 hartree
Energy relative to the best compared isomer or geometry (same formula, charge and spin): 88.5 kcal per mole
HOMO energy (alpha / beta): -14.95 / -12.96 eV

XYZ file:
```
20
C6H5GaN2O6 (ωB97M-V with the def2-TZVPD basis set)
O -0.26128 0.00937 -2.56712
C 0.43223 -0.01786 -1.63084
Ga 1.44879 -0.16288 -0.13663
O 4.22138 0.00909 -2.01666
C 3.33877 -0.04825 -1.28206
C -3.56824 -0.03286 -0.67915
O -4.36449 -0.07047 0.15652
C 0.64049 -2.11726 0.11880
O -0.02073 -3.06474 0.13170
C 0.45793 2.05195 -0.11922
O -0.19559 2.97208 -0.30954
H -3.30299 0.08371 -1.69642
N 0.04464 1.15295 3.58608
C 0.48600 0.09621 2.87956
N -0.08819 -1.09264 3.16145
O 1.42424 0.24015 2.02487
H -0.68957 1.03369 4.27832
H 0.45793 2.04885 3.40641
H 0.26091 -1.92697 2.71864
H -0.72452 -1.16363 3.94909
```